Record 1
{
  "formula": "C18H45N4O7S4",
  "method": "ωB97M-V/def2-TZVPD",
  "mol_weight_g_mol": 557.85,
  "spin_multiplicity": 2,
  "total_charge": 0,
  "total_energy_ha": -3050.81827,
  "symbols": ["N", "O", "O", "O", "C", "C", "N", "C", "C", "C", "C", "H", "H", "H", "H", "H", "H", "H", "H", "H", "H", "H", "H", "H", "H", "H", "C", "C", "N", "H", "H", "H", "C", "C", "N", "H", "H", "H", "C", "S", "O", "C", "H", "H", "H", "H", "H", "H", "C", "S", "O", "C", "H", "H", "H", "H", "H", "H", "C", "S", "O", "C", "H", "H", "H", "H", "H", "H", "C", "S", "O", "C", "H", "H", "H", "H", "H", "H"],
  "xyz": [[-1.34957, 1.78143, 0.09613], [-2.25384, 1.00480, -0.08362], [-1.38350, 2.39819, 1.21619], [-0.44435, 2.00876, -0.69410], [2.17968, -5.57898, -0.80129], [3.09334, -4.54380, -1.61013], [3.04080, -3.21660, -0.93976], [3.26926, -3.28303, 0.52682], [4.70877, -3.69421, 0.76295], [1.80214, -2.45347, -1.32615], [1.92952, -0.98918, -0.94163], [2.09362, -6.48611, -1.39947], [1.15839, -5.21106, -0.70290], [2.65502, -5.84550, 0.14270], [4.06728, -5.02877, -1.54426], [2.86247, -4.39861, -2.66546], [3.09121, -2.31959, 1.00451], [2.57939, -3.97369, 1.01178], [5.34543, -2.95705, 0.27370], [5.10537, -3.72402, 1.77779], [4.95233, -4.70581, 0.43824], [0.95197, -2.84260, -0.76589], [1.58247, -2.43076, -2.39354], [2.86416, -0.58865, -1.33422], [1.97746, -0.94810, 0.14654], [1.08436, -0.34712, -1.18976], [-5.00479, 2.61953, 2.75877], [-6.31351, 2.46173, 2.18212], [-7.37593, 2.38922, 1.75952], [-4.28143, 2.64556, 1.94380], [-4.76252, 1.79711, 3.43187], [-4.94846, 3.54516, 3.33158], [-2.25360, -0.85855, -2.88714], [-1.77638, -2.18977, -2.44616], [-1.33635, -3.19807, -2.18898], [-2.43467, -0.82277, -3.96140], [-1.45442, -0.12538, -2.77812], [-3.09951, -0.59100, -2.25395], [-4.05519, 3.27685, -1.37475], [-4.31828, 3.56950, -3.21658], [-4.38295, 5.07724, -3.37213], [-2.58154, 3.02868, -3.79129], [-3.02010, 3.32518, -1.03657], [-4.42947, 2.30963, -1.03934], [-4.70621, 3.99277, -0.87302], [-2.57805, 2.99629, -4.88080], [-2.38195, 2.03297, -3.39528], [-1.75591, 3.70609, -3.57324], [-2.46507, -0.23826, 3.10185], [-2.33793, -2.08124, 2.71453], [-3.82870, -2.50380, 2.58072], [-1.73740, -2.07238, 0.94516], [-2.53894, -0.14954, 4.18572], [-3.41270, 0.12263, 2.70202], [-1.61543, 0.34799, 2.75182], [-0.74678, -1.63940, 0.80621], [-2.44223, -1.53576, 0.31006], [-1.69943, -3.07892, 0.52859], [2.72328, 2.63793, -1.12774], [3.79680, 3.97255, -1.81718], [4.33640, 3.35319, -3.12067], [2.37538, 5.11640, -2.35145], [2.01274, 2.92696, -0.35333], [3.27243, 1.76471, -0.77556], [2.14328, 2.14627, -1.90874], [1.68223, 5.25516, -1.52177], [1.72224, 4.58245, -3.04169], [2.71483, 6.08286, -2.72404], [2.21702, -1.03349, 4.16252], [1.36247, 0.57298, 4.52584], [2.32363, 1.39037, 5.40383], [1.36803, 1.31839, 2.84982], [2.02676, -1.75348, 4.95846], [3.28402, -0.85857, 4.02472], [1.80550, -1.61424, 3.33699], [2.35910, 1.64629, 2.53617], [0.62846, 2.11861, 2.82169], [0.95803, 0.58890, 2.15136]],
  "lowdin_charge": [-0.54, 0.15, 0.22, 0.15, -0.08, -0.20, -0.17, -0.26, -0.09, -0.25, -0.10, 0.06, 0.06, 0.06, 0.09, 0.11, 0.09, 0.09, 0.08, 0.07, 0.06, 0.08, 0.11, 0.08, 0.04, 0.05, -0.07, -0.29, 0.14, 0.06, 0.07, 0.09, -0.06, -0.26, 0.16, 0.09, 0.06, 0.08, -0.25, 0.87, -0.57, -0.23, 0.02, 0.03, 0.05, 0.04, 0.01, 0.05, -0.24, 0.87, -0.58, -0.26, 0.05, 0.03, 0.01, 0.03, 0.03, 0.04, -0.29, 0.86, -0.59, -0.23, 0.03, 0.04, 0.04, 0.03, 0.04, 0.05, -0.24, 0.84, -0.57, -0.27, 0.05, 0.06, 0.03, 0.06, 0.03, 0.02]
}

***

Record 2
{
  "formula": "C18H46BrFN3O14P",
  "method": "ωB97M-V/def2-TZVPD",
  "de_lowest_kj_mol": 0.0,
  "smiles": "N#C[C@H]([PH2]=N)[C@@](F)(Br)C#N.OCCO.OCCO.OCCO.OCCO.OCCO.OCCO.OCCO",
  "mol_weight_g_mol": 658.45,
  "total_charge": 0,
  "symbols": ["N", "C", "C", "P", "N", "C", "F", "Br", "C", "N", "H", "H", "H", "H", "O", "C", "C", "O", "H", "H", "H", "H", "H", "H", "O", "C", "C", "O", "H", "H", "H", "H", "H", "H", "O", "C", "C", "O", "H", "H", "H", "H", "H", "H", "O", "C", "C", "O", "H", "H", "H", "H", "H", "H", "O", "C", "C", "O", "H", "H", "H", "H", "H", "H", "O", "C", "C", "O", "H", "H", "H", "H", "H", "H", "O", "C", "C", "O", "H", "H", "H", "H", "H", "H"],
  "xyz": [[-0.95365, 0.26060, 1.59785], [-0.85787, -0.81189, 1.20495], [-0.61883, -2.07620, 0.44478], [-2.17993, -3.11487, 0.58549], [-3.24548, -2.50950, -0.42244], [0.69393, -2.71627, 0.99870], [1.54430, -1.73943, 1.41107], [0.42713, -3.96106, 2.47550], [1.35455, -3.45118, -0.13667], [1.88648, -4.05961, -0.94718], [-0.46902, -1.88344, -0.62660], [-2.70809, -3.01617, 1.89527], [-1.92737, -4.48778, 0.32310], [-3.54436, -3.21985, -1.08616], [0.84910, -2.56276, -3.28623], [1.96865, -1.94944, -3.93335], [2.08832, -2.45108, -5.35682], [0.89238, -2.17428, -6.08172], [1.05365, -3.49387, -3.14384], [1.78002, -0.87605, -3.91980], [2.87909, -2.16079, -3.36261], [2.91902, -1.96724, -5.87173], [2.24847, -3.53137, -5.36197], [0.16640, -2.31015, -5.46061], [5.81976, -3.82628, -2.73334], [5.56313, -5.20131, -3.02557], [4.27094, -5.32336, -3.80618], [4.34699, -4.56296, -5.00574], [5.17290, -3.53739, -2.07967], [6.40137, -5.55425, -3.62543], [5.52096, -5.77591, -2.09539], [4.06851, -6.36119, -4.07318], [3.43397, -4.93940, -3.20743], [4.84347, -3.76405, -4.78215], [-3.82434, 2.11291, 2.78954], [-4.61514, 1.39875, 3.73888], [-4.76206, -0.04061, 3.28679], [-3.47336, -0.61409, 3.12220], [-4.33760, 2.22411, 1.98122], [-4.07531, 1.44400, 4.68469], [-5.59084, 1.88067, 3.86045], [-5.31965, -0.62963, 4.01635], [-5.28018, -0.08765, 2.32058], [-2.92021, 0.08913, 2.75037], [0.64245, 1.11894, -2.53505], [0.94987, 1.00392, -1.13962], [2.06215, -0.00952, -0.95186], [3.21814, 0.37509, -1.68338], [0.21533, 0.29975, -2.81094], [1.26434, 1.99088, -0.80429], [0.04863, 0.71127, -0.58932], [2.33736, -0.09919, 0.09873], [1.73778, -0.99297, -1.32428], [2.89423, 0.76569, -2.50550], [0.02996, 6.54925, 0.17878], [-0.53060, 5.63044, 1.12004], [-0.36292, 4.21268, 0.61368], [1.01471, 3.92296, 0.39581], [-0.53893, 6.55475, -0.59832], [0.01864, 5.76586, 2.05145], [-1.58503, 5.86901, 1.28648], [-0.75261, 3.49101, 1.33299], [-0.89305, 4.08720, -0.33930], [1.40722, 4.73323, 0.04458], [1.93986, 0.04400, 6.51172], [0.78898, -0.00098, 5.66377], [1.08818, -0.84078, 4.43943], [1.47405, -2.15532, 4.82721], [2.60853, 0.57896, 6.07084], [-0.01020, -0.45623, 6.24786], [0.49456, 1.01469, 5.38468], [0.21215, -0.91690, 3.79746], [1.91173, -0.39611, 3.86708], [2.00220, -2.04758, 5.62951], [-4.09118, 3.81467, 0.41411], [-3.83707, 4.38193, -0.87442], [-3.62315, 5.87530, -0.73778], [-2.54119, 6.13562, 0.14793], [-4.96532, 4.10688, 0.69657], [-2.93309, 3.90468, -1.25098], [-4.66815, 4.15661, -1.54884], [-3.39044, 6.32604, -1.70280], [-4.52333, 6.35264, -0.32964], [-2.60495, 5.47379, 0.84970]],
  "lowdin_charge": [0.24, -0.22, -0.36, 0.72, -0.31, -0.83, 0.00, 0.88, -0.19, 0.22, 0.12, 0.02, 0.02, -0.05, -0.10, -0.23, -0.24, -0.06, 0.06, 0.11, 0.11, 0.13, 0.10, 0.07, -0.07, -0.23, -0.24, -0.08, 0.08, 0.12, 0.12, 0.12, 0.09, 0.08, -0.08, -0.23, -0.24, -0.11, 0.06, 0.12, 0.12, 0.12, 0.12, 0.03, -0.07, -0.21, -0.25, -0.06, 0.08, 0.11, 0.09, 0.11, 0.08, 0.08, -0.05, -0.25, -0.23, -0.08, 0.08, 0.13, 0.06, 0.12, 0.11, 0.08, -0.07, -0.23, -0.26, -0.13, 0.09, 0.13, 0.12, 0.09, 0.12, 0.08, -0.07, -0.21, -0.19, -0.13, 0.10, 0.12, 0.12, 0.13, 0.12, 0.06]
}

***

Record 3
{
  "formula": "C18H46CuN5O9PS",
  "method": "ωB97M-V/def2-TZVPD",
  "mol_weight_g_mol": 603.18,
  "spin_multiplicity": 3,
  "total_charge": -1,
  "total_energy_ha": -4044.32640,
  "symbols": ["Cu", "S", "O", "O", "O", "O", "O", "P", "N", "C", "C", "N", "C", "C", "N", "C", "C", "H", "H", "H", "H", "H", "H", "H", "H", "H", "H", "H", "H", "H", "H", "H", "H", "H", "H", "O", "C", "O", "C", "C", "C", "H", "H", "H", "H", "H", "H", "C", "C", "C", "O", "C", "N", "H", "H", "H", "H", "H", "H", "H", "H", "H", "H", "H", "C", "C", "C", "O", "C", "N", "H", "H", "H", "H", "H", "H", "H", "H", "H", "H", "H"],
  "xyz": [[-0.31539, 1.04504, 0.87363], [-2.34778, 1.29465, 2.71955], [-1.83112, 2.34920, 3.62451], [-1.25908, 0.30931, 2.68673], [-3.63316, 0.80954, 3.12238], [-2.30434, 1.81648, 1.36608], [-1.11282, -0.75758, -0.16060], [-1.83345, -1.77727, -0.95477], [-1.25401, -2.26726, -2.49170], [-1.87924, -3.20332, -3.45789], [0.13287, -1.93119, -2.84385], [-3.35102, -1.24161, -1.31076], [-3.64716, -0.30403, -2.42849], [-4.35237, -1.20538, -0.18615], [-1.93297, -3.30300, -0.23770], [-0.89300, -3.86974, 0.62426], [-3.10149, -4.14404, -0.35246], [-1.27649, -4.11103, -3.48721], [-1.83066, -2.85971, -4.49117], [-2.86388, -3.61744, -3.24088], [0.30438, -2.29327, -3.85755], [0.85275, -2.41421, -2.18312], [0.25550, -0.86416, -2.65809], [-2.88778, -0.30360, -3.21044], [-4.62622, -0.32294, -2.90722], [-3.66498, 0.66969, -1.93895], [-4.63777, -0.21772, 0.17604], [-5.26076, -1.74207, -0.45980], [-4.01128, -1.78244, 0.67336], [-0.99372, -3.56772, 1.66672], [-0.63810, -4.92852, 0.57842], [0.02477, -3.37053, 0.31346], [-2.77649, -5.18043, -0.44396], [-3.76612, -3.95347, -1.19511], [-3.72369, -3.94359, 0.51977], [1.45503, -0.40041, 1.06581], [2.05771, -1.39679, 1.44055], [1.65755, -2.15547, 2.50709], [2.44463, -3.31363, 2.59001], [3.02113, -3.40162, 1.14078], [3.28359, -1.93943, 0.74605], [1.81777, -4.17885, 2.80570], [3.03411, -3.02923, 3.46164], [2.24849, -3.77349, 0.46784], [3.84709, -4.07607, 0.91496], [3.20590, -1.68392, -0.31072], [4.21424, -1.52639, 1.13515], [1.49567, 1.62615, 3.91384], [1.93341, 2.65257, 2.83123], [3.20984, 2.27911, 2.03203], [4.25810, 1.75172, 2.90864], [4.78289, 2.50035, 4.01911], [0.79960, 2.88311, 1.90035], [0.54821, 1.97640, 4.32340], [2.25214, 1.41510, 4.66968], [1.35136, 0.66931, 3.41210], [2.22907, 3.55971, 3.35827], [3.60213, 3.08527, 1.41210], [3.07994, 1.50528, 1.27545], [5.30617, 1.76937, 4.63551], [4.02366, 2.87786, 4.70406], [5.35693, 3.30953, 3.56766], [0.97890, 3.55178, 1.16494], [0.08113, 3.34700, 2.43766], [-1.91342, 2.95985, -1.56762], [-0.77548, 2.10315, -2.14156], [-0.07281, 2.68027, -3.42761], [0.50521, 3.94349, -3.15049], [1.62807, 4.30813, -3.97941], [0.21454, 2.04857, -1.05456], [-2.61707, 3.41621, -2.26383], [-1.69970, 3.75492, -0.85329], [-2.57864, 2.38102, -0.92688], [-1.04704, 1.07459, -2.37909], [-0.83723, 2.90987, -4.16993], [0.69295, 2.05814, -3.89093], [2.26277, 3.44346, -4.17333], [2.28716, 5.04763, -3.52463], [1.35642, 4.52573, -5.01235], [1.03075, 1.60840, -1.45474], [0.42317, 3.03566, -1.00741]],
  "lowdin_charge": [0.58, 0.18, -0.40, -0.35, -0.33, -0.37, -0.25, 0.58, -0.30, -0.14, -0.20, -0.27, -0.09, -0.08, -0.29, -0.10, -0.14, 0.06, 0.07, 0.06, 0.05, 0.04, 0.04, 0.07, 0.08, 0.06, 0.09, 0.07, 0.07, 0.09, 0.08, 0.05, 0.08, 0.06, 0.07, 0.04, -0.42, 0.01, -0.15, -0.17, -0.11, 0.12, 0.13, 0.09, 0.10, 0.08, 0.12, -0.03, -0.37, -0.17, -0.23, -0.11, 0.06, 0.07, 0.07, 0.06, 0.12, 0.10, 0.10, 0.08, 0.07, 0.08, 0.08, 0.08, -0.06, -0.35, -0.22, -0.21, -0.15, 0.05, 0.08, 0.09, 0.05, 0.10, 0.11, 0.08, 0.05, 0.08, 0.07, 0.05, 0.07]
}

***

Record 4
{
  "formula": "C18H47NO10",
  "method": "ωB97M-V/def2-TZVPD",
  "de_lowest_kj_mol": 210.0,
  "mol_weight_g_mol": 437.57,
  "total_charge": 0,
  "symbols": ["N", "H", "H", "H", "H", "O", "H", "C", "O", "C", "C", "O", "C", "C", "O", "C", "H", "H", "H", "H", "H", "H", "H", "H", "H", "H", "H", "H", "H", "H", "C", "O", "C", "C", "O", "C", "C", "O", "C", "H", "H", "H", "H", "H", "H", "H", "H", "H", "H", "H", "H", "H", "H", "C", "O", "C", "C", "O", "C", "C", "O", "C", "H", "H", "H", "H", "H", "H", "H", "H", "H", "H", "H", "H", "H", "H"],
  "xyz": [[0.54053, -1.02105, -0.84418], [0.33653, -0.76905, -0.02018], [0.64553, -1.97005, -0.92518], [1.34953, -0.79805, -0.97618], [-0.14347, -0.73705, -1.36518], [-0.25647, -2.80005, 1.31982], [-0.47147, -2.62105, 2.27782], [-3.13247, -0.92205, -0.79418], [-2.56747, -1.54405, -1.88818], [-2.33747, -2.89405, -1.64118], [-1.45547, -3.38205, -2.75018], [-0.43947, -2.83205, -3.07918], [-0.66747, -2.10205, -4.30518], [0.70753, -1.46505, -4.89918], [1.44453, -0.80305, -3.86918], [2.57653, -0.24105, -4.23318], [-3.15347, 0.19795, -1.14218], [-2.55847, -0.80905, 0.08282], [-4.23847, -1.24405, -0.41418], [-3.46147, -3.56305, -1.68618], [-1.77247, -2.96205, -0.72218], [-2.31047, -3.69105, -3.67318], [-1.17247, -4.26905, -2.34818], [-1.30847, -1.25105, -3.94718], [-1.01747, -2.72005, -5.09518], [0.48053, -0.83605, -5.78318], [1.46753, -2.14605, -5.23218], [2.99153, 0.50195, -3.52818], [2.44653, 0.15095, -5.37818], [3.32853, -1.09505, -4.52618], [-1.32247, 2.36095, -1.75318], [-0.16847, 2.24395, -0.98818], [0.96653, 2.58795, -1.70518], [2.21953, 2.66295, -0.75318], [2.52053, 1.44195, -0.60518], [3.72253, 1.29295, 0.25582], [4.31453, -0.12905, -0.20918], [3.43753, -1.25105, -0.00818], [3.29153, -1.71205, 1.23982], [-1.64947, 3.15495, -2.29718], [-2.09347, 2.02895, -1.31518], [-1.31247, 1.53295, -2.55018], [1.00253, 3.65195, -2.12918], [1.25153, 1.81795, -2.61918], [1.88953, 3.17695, 0.19782], [3.07653, 3.31595, -1.22818], [3.41653, 1.29495, 1.17482], [4.34253, 2.09595, 0.25582], [5.18553, -0.32605, 0.13882], [4.46053, -0.03505, -1.09018], [4.19053, -1.99005, 1.78782], [2.76453, -2.54005, 0.96582], [2.57053, -0.95905, 1.99482], [1.62453, 3.40395, 4.24282], [0.60353, 2.47995, 4.24182], [0.24653, 2.15595, 2.81782], [-0.34947, 0.78495, 2.80882], [-1.43647, 0.67395, 3.33482], [-1.90747, -0.73805, 3.45782], [-3.33847, -0.55005, 3.93182], [-4.03047, 0.43995, 3.23182], [-5.08147, 0.88595, 4.03482], [2.18153, 3.37895, 5.13082], [1.18553, 4.29695, 4.07882], [2.21853, 3.19695, 3.33782], [1.17853, 2.21595, 2.26982], [-0.49647, 2.80195, 2.40782], [0.38853, 0.08095, 3.26182], [-0.23047, 0.61195, 1.82282], [-1.21547, -1.26605, 4.07882], [-1.89847, -1.13305, 2.39882], [-3.23747, -0.48805, 5.10582], [-3.83247, -1.45505, 4.00482], [-5.82647, 1.62695, 3.61182], [-4.94747, 1.42295, 4.96382], [-5.72647, 0.09095, 4.05082]],
  "lowdin_charge": [0.49, 0.04, 0.12, 0.01, 0.07, -0.53, -0.14, -0.14, -0.21, -0.21, -0.44, -0.06, -0.07, -0.13, -0.23, -0.20, 0.10, 0.04, 0.14, 0.21, 0.09, 0.19, 0.10, 0.14, 0.11, 0.13, 0.11, 0.08, 0.13, 0.11, -0.10, -0.14, -0.21, -0.34, -0.13, -0.02, -0.07, -0.16, -0.15, 0.07, 0.00, 0.12, 0.14, 0.16, 0.14, 0.16, 0.05, 0.10, 0.07, 0.02, 0.09, 0.05, 0.16, -0.14, -0.16, -0.10, -0.43, -0.05, -0.07, -0.23, -0.13, -0.13, 0.08, 0.05, 0.08, 0.09, 0.13, 0.15, 0.08, 0.12, 0.11, 0.16, 0.09, 0.10, 0.09, 0.05]
}